(1)
DFT (the ωB97M-V functional and the def2-TZVPD basis) results for a structure of composition C12H21Br9N6O5 in a non-equilibrium geometry.

The geometry in XYZ format:
```
53
C12H21Br9N6O5 (the ωB97M-V functional and the def2-TZVPD basis)
C -0.671 -0.755 0.298
Br -1.554 -1.050 2.032
Br -1.712 0.550 -0.863
Br -0.569 -2.573 -0.640
H 0.343 -0.369 0.409
C -1.900 -3.825 2.582
Br -1.433 -5.328 1.249
Br -0.671 -3.510 4.051
Br -3.726 -3.753 3.181
H -1.948 -2.922 1.974
C -0.287 -2.946 -2.969
Br 0.763 -1.345 -3.504
Br 0.938 -4.499 -2.477
Br -1.772 -3.347 -4.252
H -0.833 -2.688 -2.062
C 1.862 0.182 -0.928
C 3.118 -0.436 -0.938
C 3.827 -0.454 -2.150
C 3.330 0.159 -3.299
C 2.209 0.886 -3.309
C 1.449 0.833 -2.118
O 0.190 1.350 -2.086
O 5.105 -0.895 -2.037
H 1.187 0.239 -0.087
H 3.465 -0.996 -0.082
H 3.902 -0.077 -4.184
H 1.782 1.403 -4.155
H 0.054 2.249 -2.395
H 5.689 -0.154 -2.216
C -1.340 3.532 -1.529
O -0.218 3.812 -1.942
N -2.345 4.281 -1.851
N -1.666 2.535 -0.764
H -2.075 5.146 -2.298
H -3.164 3.943 -1.367
H -0.951 1.882 -0.478
H -2.665 2.521 -0.615
C 1.057 -1.381 2.405
O 1.145 -1.195 1.273
N 1.154 -0.478 3.366
N 1.353 -2.631 2.783
H 1.039 0.512 3.197
H 0.722 -0.810 4.216
H 1.334 -2.793 3.780
H 1.732 -3.204 2.042
C -1.660 2.236 2.255
O -0.555 2.219 1.920
N -2.096 3.076 3.143
N -2.516 1.439 1.723
H -1.583 3.838 3.563
H -3.089 3.118 3.325
H -2.258 0.798 0.987
H -3.492 1.673 1.842
```

For the molecular weight, the calculation gives 1048.473 g/mol. The value obtained for the HOMO-LUMO gap is 7.2298 eV. The calculation puts the LUMO energy at -0.509 eV. As for the spin multiplicity: 1. As for the total energy: -24340.12432 Eh. As for the total charge: 0.

---

(2)
DFT (the ωB97M-V functional and the def2-TZVPD basis) results for a structure of composition C22H24Br2N2PtSi.

The geometry in XYZ format:
```
52
C22H24Br2N2PtSi (the ωB97M-V functional and the def2-TZVPD basis)
Pt 0.101 0.009 -0.554
Br -7.165 -0.429 0.246
C -5.297 -0.448 0.523
C -4.446 -0.120 -0.516
C -3.077 -0.139 -0.300
C -2.558 -0.475 0.939
C -3.428 -0.804 1.974
C -4.797 -0.791 1.770
N -1.126 -0.458 1.075
C -0.565 -0.718 2.186
C 0.899 -0.733 2.364
C 1.428 -1.143 3.579
C 2.806 -1.181 3.725
C 3.595 -0.798 2.656
C 2.976 -0.389 1.480
N 1.659 -0.360 1.337
H -4.842 0.148 -1.485
H -2.380 0.116 -1.092
H -3.068 -1.078 2.956
H -5.470 -1.048 2.575
H -1.154 -0.961 3.067
H 0.767 -1.427 4.388
H 3.253 -1.502 4.656
H 4.674 -0.810 2.723
H 3.557 -0.064 0.626
C 1.492 -3.088 -3.843
Si 1.130 -1.668 -2.676
C 0.255 -0.191 -3.453
C 2.811 -0.987 -2.145
C 0.136 -2.033 -1.176
H 2.120 -2.785 -4.684
H 0.573 -3.523 -4.243
H 2.019 -3.872 -3.293
H 0.827 0.275 -4.258
H 0.117 0.609 -2.684
H -0.745 -0.432 -3.817
H 3.424 -0.746 -3.019
H 3.367 -1.701 -1.531
H 2.696 -0.064 -1.565
H 0.629 -2.704 -0.465
H -0.857 -2.437 -1.398
Br 0.610 6.607 1.007
C 0.433 4.768 0.558
C 1.453 4.130 -0.124
C 1.312 2.783 -0.436
C 0.176 2.037 -0.095
C -0.826 2.737 0.587
C -0.714 4.083 0.917
H 2.345 4.675 -0.405
H 2.130 2.306 -0.971
H -1.744 2.231 0.875
H -1.510 4.593 1.444
```

For the molecular weight, the calculation gives 699.420 g/mol. The value obtained for the HOMO-LUMO gap is 6.6455 eV. The calculation puts the LUMO energy at -1.099 eV. As for the spin multiplicity: 1. As for the total energy: -6519.02367 Eh. As for the total charge: 0.

---

(3)
DFT (the ωB97M-V functional and the def2-TZVPD basis) results for a cluster of 2 separate species, CH4N3O in total in a non-equilibrium geometry.

The geometry in XYZ format:
```
9
CH4N3O (the ωB97M-V functional and the def2-TZVPD basis)
C 0.678 0.526 0.055
N -3.789 -0.056 0.065
N -0.032 -0.514 0.043
N -2.686 -0.102 -0.065
O -4.913 -0.006 0.199
H 1.764 0.482 0.053
H 0.402 -1.437 0.046
H -1.086 -0.452 0.016
H 0.211 1.507 0.043
```

For the molecular weight, the calculation gives 74.063 g/mol. The value obtained for the HOMO-LUMO gap is 11.1562 eV. The calculation puts the LUMO energy at -5.314 eV. As for the spin multiplicity: 1. As for the total energy: -279.66640 Eh. As for the total charge: +1.

---

(4)
DFT (the ωB97M-V functional and the def2-TZVPD basis) results for a structure of composition C24H34F2N2O12Pb2Sr in a non-equilibrium geometry.

The geometry in XYZ format:
```
77
C24H34F2N2O12Pb2Sr (the ωB97M-V functional and the def2-TZVPD basis)
Sr -1.766 0.370 1.661
Pb 2.187 -0.741 2.299
Pb 1.880 -0.070 -1.718
C -5.152 -0.309 -1.409
C -5.576 -1.533 -1.954
C -4.690 -2.757 -1.838
O -4.892 -3.914 -2.374
C -3.533 -2.671 -1.127
C -2.989 -1.460 -0.605
C -3.814 -0.165 -0.798
O -3.420 0.855 -0.145
O -1.872 -1.476 0.120
O -6.745 -1.394 -2.553
H -5.722 0.604 -1.496
H -3.016 -3.568 -0.819
C 3.661 -3.859 -0.618
C 4.492 -4.833 -0.285
C 5.292 -4.839 0.986
O 5.764 -5.832 1.628
C 5.356 -3.807 1.816
C 4.538 -2.568 1.533
C 3.559 -2.688 0.274
O 2.667 -1.829 0.073
O 4.549 -1.539 2.238
O 4.700 -5.717 -1.172
H 3.171 -3.667 -1.560
H 5.888 -3.829 2.756
F 0.073 0.141 3.387
F 0.614 0.100 0.526
C -3.640 -2.419 3.131
O -3.289 -1.026 3.282
C -4.178 -0.298 4.154
C -3.593 1.119 4.394
N -3.342 1.780 3.092
C -2.898 3.155 3.303
C -2.151 3.734 2.033
O -1.159 2.792 1.619
C 0.067 3.034 2.268
H -4.667 -2.668 3.399
H -3.020 -3.066 3.751
H -3.462 -2.794 2.124
H -4.357 -0.724 5.141
H -5.100 0.009 3.660
H -2.741 0.981 5.059
H -4.418 1.726 4.767
H -4.129 1.685 2.466
H -2.192 3.239 4.129
H -3.689 3.760 3.745
H -1.818 4.752 2.233
H -2.938 3.908 1.299
H 0.360 4.048 2.538
H 1.018 2.665 1.881
H -0.100 2.509 3.209
C -0.785 2.833 -1.429
O 0.594 2.462 -1.752
C 0.970 3.026 -2.998
C 2.429 2.744 -3.487
N 2.503 1.369 -3.895
C 3.840 1.019 -4.370
C 3.944 -0.549 -4.357
O 3.820 -0.944 -2.922
C 5.106 -1.279 -2.371
H -1.040 2.189 -0.588
H -1.574 2.615 -2.149
H -0.901 3.901 -1.240
H 0.738 4.089 -2.936
H 0.292 2.843 -3.831
H 3.076 3.116 -2.693
H 2.562 3.420 -4.332
H 1.712 1.329 -4.521
H 4.559 1.434 -3.664
H 4.159 1.404 -5.339
H 4.853 -0.786 -4.910
H 3.099 -0.927 -4.932
H 5.176 -1.019 -1.315
H 5.908 -0.840 -2.965
H 5.192 -2.357 -2.509
```

For the molecular weight, the calculation gives 1082.554 g/mol. The value obtained for the HOMO-LUMO gap (spin up / spin down) is 3.5648 / 3.5629 eV. The calculation puts the LUMO energy (spin up / spin down) at -5.220 / -5.220 eV. As for the spin multiplicity: 2. As for the total energy: -2563.03509 Eh. The expectation value of S² is 0.928. As for the total charge: +1.

---

(5)
DFT (the ωB97M-V functional and the def2-TZVPD basis) results for the ion C3H9N2O with charge +1 in a non-equilibrium geometry.

The geometry in XYZ format:
```
15
C3H9N2O (the ωB97M-V functional and the def2-TZVPD basis)
C 1.555 0.905 -0.278
C 0.126 0.450 0.147
N 0.424 -1.107 0.704
O -0.503 1.128 1.150
C -1.239 0.693 -0.322
N -2.162 -0.260 -0.103
H 1.524 1.406 -1.256
H 2.150 0.034 -0.435
H 1.967 1.646 0.523
H 1.354 -0.763 1.242
H 0.574 -2.061 0.148
H -0.402 -1.193 1.346
H -1.492 1.583 -0.906
H -1.887 -1.219 -0.189
H -3.133 -0.053 -0.444
```

For the molecular weight, the calculation gives 89.118 g/mol. The value obtained for the HOMO-LUMO gap is 10.6633 eV. The calculation puts the LUMO energy at -3.728 eV. As for the spin multiplicity: 1. As for the total energy: -304.12311 Eh. As for the total charge: +1. As for the SMILES: C[C@@]1([NH3+])O[C@@H]1N.

---

(6)
DFT (the ωB97M-V functional and the def2-TZVPD basis) results for a structure of composition C21H27N6O7Re in a non-equilibrium geometry.

The geometry in XYZ format:
```
62
C21H27N6O7Re (the ωB97M-V functional and the def2-TZVPD basis)
Re -0.316 -0.552 -0.252
O 3.003 -4.564 1.114
C 3.714 -3.488 1.477
C 5.006 -3.691 1.966
C 5.783 -2.620 2.369
C 5.286 -1.324 2.289
C 4.007 -1.121 1.799
C 3.203 -2.179 1.386
C 1.842 -1.921 0.872
O 1.480 -0.659 0.763
N 1.053 -2.918 0.666
N -0.238 -2.535 0.232
C -1.223 -3.093 0.974
C -2.599 -2.674 0.824
C -3.623 -3.627 0.896
C -4.967 -3.292 0.792
C -5.325 -1.965 0.620
C -4.329 -0.992 0.573
C -2.981 -1.305 0.675
O -2.089 -0.306 0.690
H 2.105 -4.235 0.825
H 5.375 -4.707 2.023
H 6.783 -2.797 2.748
H 5.888 -0.480 2.600
H 3.604 -0.120 1.722
H -0.996 -3.856 1.707
H -3.335 -4.666 1.015
H -5.726 -4.065 0.834
H -6.365 -1.676 0.531
H -4.599 0.057 0.472
N -0.194 1.358 0.828
C 0.879 2.232 0.313
C 0.650 3.718 0.624
C -0.675 4.414 0.248
C -0.913 4.880 -1.198
N -1.145 3.900 -2.247
C -2.228 3.137 -2.386
N -3.355 3.433 -1.706
N -2.199 2.103 -3.190
C 1.107 1.954 -1.196
O 1.590 2.881 -1.867
O 0.626 0.869 -1.643
H -1.122 1.761 0.735
H -0.094 1.149 1.816
H 1.792 1.910 0.817
H 1.478 4.285 0.199
H 0.741 3.818 1.711
H -0.698 5.334 0.840
H -1.538 3.835 0.593
H -0.053 5.458 -1.531
H -1.764 5.570 -1.202
H -0.315 3.619 -2.763
H -3.415 4.252 -1.133
H -4.147 2.818 -1.763
H -1.304 1.639 -3.364
H -2.961 1.439 -3.199
C 2.232 -1.871 -2.377
O 1.144 -1.569 -1.646
H 2.530 -2.944 -2.300
H 3.161 -1.306 -2.108
H 2.104 -1.688 -3.471
O -1.339 -1.016 -1.638
```

For the molecular weight, the calculation gives 661.689 g/mol. The value obtained for the HOMO-LUMO gap (spin up / spin down) is 3.2538 / 4.7467 eV. The calculation puts the LUMO energy (spin up / spin down) at 1.538 / 1.536 eV. As for the spin multiplicity: 4. As for the total energy: -1749.92496 Eh. The expectation value of S² is 3.779. As for the total charge: -1.